Record 1
C4H8N2O2 | ωB97M-V/def2-TZVPD

Each line ends with the Mulliken charge.
Atoms and positions in Å:
1 C -2.374 0.363 1.470  -0.0499
2 C -1.084 0.807 0.001  -0.0842
3 C 2.954 -1.575 -0.640  -0.4408
4 C 0.520 0.882 -0.353  -0.0570
5 N -3.050 1.348 1.732  -0.4801
6 N 1.093 -0.208 -0.629  -0.3018
7 O -1.602 0.212 -1.221  -0.5071
8 O 2.479 -0.246 -0.954  -0.2754
9 H -2.367 -0.628 1.996  0.3179
10 H -1.645 1.841 -0.012  0.1871
11 H 2.839 -2.269 -1.501  0.2018
12 H 2.225 -1.864 0.130  0.2872
13 H 4.003 -1.472 -0.458  0.2155
14 H 0.929 1.887 -0.271  0.4451
15 H -3.846 1.324 2.319  0.2516
16 H -1.074 -0.401 -1.610  0.2901

Total energy in Eh: -416.97776
Total charge: 0
Frontier orbital gap in hartree: 0.3568
Energy relative to the best compared isomer or geometry (same formula, charge and spin) in kcal/mol: 174.6
E_LUMO in eV: 0.9

Record 2
C10H24CeIO3P2 | ωB97M-V/def2-TZVPD

Each line ends with the Mulliken charge.
Atoms and positions in Å:
1 C 3.356 -4.014 -3.102  -0.7499
2 C 2.452 -3.158 -2.365  0.7511
3 H 2.866 -4.983 -3.323  0.3600
4 H 4.274 -4.135 -2.494  0.3676
5 H 3.654 -3.472 -4.021  0.3675
6 O 1.447 -2.877 -1.835  -0.1361
7 I 3.400 1.472 -0.732  -0.0970
8 Ce 0.814 0.205 -0.239  0.8248
9 P -0.779 0.548 -2.616  0.7976
10 C -2.578 0.585 -2.876  -1.1923
11 C -0.335 2.326 -2.718  -1.2419
12 H -0.836 2.762 -3.591  0.4369
13 H -0.525 0.560 -5.021  0.4362
14 H 0.751 2.460 -2.805  0.4114
15 H 0.825 -0.289 -4.229  0.3262
16 H -3.079 1.196 -2.114  0.3856
17 H -0.668 2.857 -1.814  0.3537
18 C -0.255 -0.128 -4.218  -1.2766
19 H -2.803 0.996 -3.871  0.4235
20 H -0.750 -1.086 -4.401  0.3885
21 H -2.973 -0.439 -2.817  0.3950
22 P 1.115 -1.487 2.072  0.7945
23 C -0.084 -2.096 3.295  -1.1906
24 C 2.297 -2.866 2.093  -1.2750
25 H 2.882 0.170 2.478  0.4114
26 H 2.226 -0.530 3.997  0.4373
27 H 1.315 0.723 3.105  0.3525
28 C 1.971 -0.154 2.999  -1.2405
29 H 3.081 -2.707 1.349  0.3263
30 H 2.751 -2.955 3.082  0.4367
31 H 0.447 -2.498 4.170  0.4230
32 H -0.685 -2.899 2.843  0.3951
33 H 1.784 -3.803 1.862  0.3883
34 H -0.762 -1.296 3.622  0.3856
35 C -0.965 -1.588 -0.299  0.3369
36 O -1.836 -2.369 -0.286  -0.1661
37 C -0.923 2.635 1.518  -0.7547
38 O -0.313 1.553 0.802  -0.3647
39 H -1.227 2.312 2.529  0.3153
40 H -1.852 2.963 1.021  0.3124
41 H -0.213 3.471 1.580  0.3445

Total energy in Eh: -2075.61040
Total charge: +3
Frontier orbital gap in hartree: 0.2140
Energy relative to the best compared isomer or geometry (same formula, charge and spin) in kcal/mol: 0.0
E_LUMO in eV: -12.6

Record 3
C23H28N9O3Ru | ωB97M-V/def2-TZVPD

Each line ends with the Mulliken spin population.
Atoms and positions in Å:
1 Ru -1.233 -0.452 0.058  3.6163
2 O 4.482 -0.625 -3.928  0.0000
3 C 3.422 -1.425 -4.406  -0.0009
4 C 2.221 -1.231 -3.524  -0.0040
5 C 1.044 -1.924 -3.778  0.0030
6 C -0.038 -1.741 -2.940  -0.0059
7 N 0.000 -0.893 -1.913  0.0480
8 C 1.122 -0.224 -1.669  0.0340
9 C 2.264 -0.371 -2.434  0.0009
10 C 1.554 -0.025 0.676  0.0058
11 C 2.897 -0.120 0.988  -0.0142
12 C 3.265 -0.790 2.148  0.0075
13 C 4.723 -0.951 2.510  -0.0028
14 O 5.572 -0.089 1.786  0.0001
15 C 2.269 -1.349 2.940  -0.0013
16 C 0.952 -1.235 2.543  0.0175
17 N 0.603 -0.581 1.433  0.0695
18 H 5.250 -0.746 -4.493  0.0000
19 H 3.690 -2.488 -4.404  0.0000
20 H 3.146 -1.155 -5.431  -0.0001
21 H 0.973 -2.614 -4.609  0.0001
22 H -0.964 -2.284 -3.078  -0.0007
23 H 3.181 0.146 -2.200  -0.0018
24 H 3.661 0.290 0.345  -0.0012
25 H 5.025 -1.971 2.260  0.0011
26 H 4.846 -0.838 3.590  0.0006
27 H 5.673 0.740 2.263  0.0000
28 H 2.512 -1.881 3.850  -0.0003
29 H 0.147 -1.677 3.115  0.0022
30 C 0.524 2.694 0.648  0.0274
31 C 1.109 2.099 -0.631  -0.0051
32 C 2.531 2.624 -0.832  0.0065
33 C 0.241 2.494 -1.822  0.0032
34 N 1.013 0.599 -0.495  -0.0222
35 H 0.545 3.781 0.583  0.0005
36 H 1.098 2.403 1.530  -0.0006
37 H -0.514 2.380 0.777  -0.0096
38 H 2.490 3.708 -0.940  0.0001
39 H 2.989 2.227 -1.738  -0.0016
40 H 3.173 2.409 0.021  0.0004
41 H 0.213 3.581 -1.894  0.0007
42 H -0.779 2.127 -1.699  -0.0008
43 H 0.647 2.110 -2.759  0.0004
44 C -4.916 2.880 -0.053  0.0017
45 N -4.681 1.711 0.794  -0.0007
46 C -5.605 1.261 1.688  0.0009
47 C -5.392 0.161 2.434  0.0009
48 C -4.147 -0.522 2.261  0.0215
49 N -3.240 -0.057 1.401  0.0173
50 C -3.505 1.022 0.642  -0.0036
51 O -2.669 1.381 -0.215  0.0495
52 N -3.862 -1.619 2.949  0.0024
53 H -5.878 3.311 0.210  -0.0002
54 H -4.917 2.587 -1.101  0.0003
55 H -4.129 3.614 0.102  -0.0001
56 H -6.518 1.836 1.751  -0.0005
57 H -6.135 -0.196 3.130  0.0005
58 H -4.570 -2.113 3.470  0.0004
59 H -3.058 -2.173 2.702  -0.0025
60 N -3.760 -4.601 2.924  0.0086
61 C -3.361 -4.604 1.837  -0.0006
62 N -2.907 -4.606 0.588  0.0250
63 C -2.388 -3.502 0.207  0.0533
64 N -1.902 -2.503 -0.167  0.0530

Total energy in Eh: -1706.46532
Total charge: +1
Frontier orbital gap (alpha / beta) in hartree: 0.3109 / 0.2821
Energy relative to the best compared isomer or geometry (same formula, charge and spin) in kcal/mol: 0.0
E_LUMO (alpha / beta) in eV: -2.4 / -3.2
2S+1: 5

Record 4
C4H8N2O2 | ωB97M-V/def2-TZVPD

Each line ends with the Mulliken charge.
Atoms and positions in Å:
1 C 1.832 -0.892 0.531  -0.9521
2 C 1.160 -0.366 -0.718  1.0288
3 O 1.367 0.968 -0.976  -0.6182
4 C -0.046 -1.031 -1.252  -0.4785
5 N 1.015 -1.275 -1.887  -0.6298
6 H 1.699 -1.965 0.617  0.3580
7 H 2.894 -0.667 0.484  0.2805
8 H 1.419 -0.403 1.411  0.2059
9 H 0.623 1.513 -0.556  0.4890
10 H -1.095 -1.217 -1.325  0.3389
11 H -1.548 1.980 -0.775  0.2272
12 N -1.021 1.781 0.072  -0.6067
13 C -1.549 0.915 0.814  0.1209
14 O -2.716 0.300 0.556  -0.4701
15 H -1.041 0.651 1.739  0.3547
16 H -2.992 -0.292 1.264  0.3514

Total energy in Eh: -417.12099
Total charge: 0
Frontier orbital gap in hartree: 0.3456
Energy relative to the best compared isomer or geometry (same formula, charge and spin) in kcal/mol: 84.7
E_LUMO in eV: 0.2

Record 5
C12H13N2 | ωB97M-V/def2-TZVPD

Each line ends with the Mulliken spin population.
Atoms and positions in Å:
1 C -0.401 2.115 2.454  -0.1276
2 C 0.380 1.481 -2.373  -0.0679
3 C 0.258 2.553 1.215  0.3656
4 C 0.638 2.308 -1.257  0.3574
5 C -0.912 0.855 2.464  0.2591
6 C 0.242 0.143 -2.204  0.3078
7 C 0.370 1.795 0.052  -0.1472
8 C -0.019 0.397 0.179  0.2049
9 C -0.591 -0.084 1.435  -0.0660
10 C 0.311 -0.534 -0.950  -0.0183
11 C -1.273 -1.307 1.351  0.3787
12 C 0.932 -1.750 -0.861  0.3572
13 N -1.786 -1.907 2.451  0.1634
14 N 1.464 -2.230 -2.179  0.0050
15 H -0.534 2.815 3.262  -0.0072
16 H 0.410 1.797 -3.456  0.0002
17 H 0.516 3.688 1.104  0.0085
18 H 0.967 3.300 -1.263  0.0099
19 H -1.448 0.452 3.243  0.0252
20 H -0.114 -0.432 -3.085  -0.0096
21 H -1.643 -1.760 0.388  0.0049
22 H 0.942 -2.361 0.038  -0.0239
23 H -2.248 -2.900 2.230  -0.0068
24 H -1.240 -1.809 3.253  0.0031
25 H 2.220 -2.922 -2.077  0.0011
26 H 1.845 -1.336 -2.481  0.0105
27 H 0.713 -2.367 -2.932  0.0120

Total energy in Eh: -574.19402
Total charge: +1
Frontier orbital gap (alpha / beta) in hartree: 0.2199 / 0.2587
Energy relative to the best compared isomer or geometry (same formula, charge and spin) in kcal/mol: 0.0
E_LUMO (alpha / beta) in eV: -3.3 / -4.8
2S+1: 3

Record 6
C15H16FN4ReS4Sb | ωB97M-V/def2-TZVPD

Each line ends with the Mulliken spin population.
Atoms and positions in Å:
1 Re 0.431 -0.635 -0.485  1.4195
2 C 1.664 -4.652 0.477  -0.0051
3 C 1.415 -3.181 0.415  0.1122
4 N 0.761 -2.611 -0.579  -0.0579
5 N 0.362 -3.340 -1.667  -0.0103
6 C -0.071 -2.703 -2.771  0.0101
7 N -0.337 -3.407 -3.872  -0.0019
8 S -0.237 -1.015 -2.800  0.0293
9 C 1.991 -2.234 1.335  0.0890
10 C 2.733 -2.564 2.472  0.0286
11 C 3.437 -1.584 3.138  0.0349
12 C 3.413 -0.285 2.640  0.0095
13 C 2.578 0.006 1.579  0.0815
14 N 1.843 -0.921 0.962  -0.0403
15 H 2.203 -4.988 -0.412  0.0131
16 H 0.718 -5.194 0.553  0.0126
17 H 2.262 -4.908 1.343  0.0003
18 H 0.385 -4.357 -1.625  0.0013
19 H -0.309 -4.413 -3.902  0.0000
20 H -0.670 -2.930 -4.694  0.0005
21 H 2.738 -3.579 2.832  0.0047
22 H 4.001 -1.821 4.025  0.0014
23 H 3.989 0.495 3.105  0.0006
24 H 2.465 1.025 1.225  0.0027
25 S 0.459 1.350 3.501  0.0431
26 Sb -1.188 1.530 1.958  0.0851
27 S 0.160 1.699 -0.344  -0.0128
28 S -1.277 -0.873 1.064  0.1461
29 F -4.054 6.675 0.198  0.0000
30 C -3.402 5.554 -0.133  -0.0020
31 C -4.084 4.349 -0.105  0.0014
32 C -3.403 3.198 -0.460  0.0075
33 C -2.066 3.258 -0.849  -0.0090
34 C -1.377 2.012 -1.302  -0.0006
35 C -1.403 4.482 -0.850  -0.0019
36 C -2.069 5.638 -0.494  0.0015
37 H -5.126 4.334 0.175  0.0000
38 H -3.917 2.245 -0.471  0.0000
39 H -1.058 2.084 -2.343  0.0019
40 H -2.019 1.132 -1.190  0.0034
41 H -0.366 4.535 -1.145  -0.0001
42 H -1.575 6.596 -0.503  0.0002

Total energy in Eh: -2811.20595
Total charge: +1
Frontier orbital gap (alpha / beta) in hartree: 0.1984 / 0.1993
E_LUMO (alpha / beta) in eV: -4.4 / -4.9
2S+1: 3

- Which value of total energy does entry 6 give?
  -2811.20595 Eh